(1)
DFT (ωB97M-V/def2-TZVPD) results for C5H7BrO as an isolated structure at a distorted geometry.

gap between HOMO and LUMO = 9.957 eV
charge = 0
maximum force = 7.8 eV/Å
HOMO = -0.33771 Eh
E_LUMO = 0.77 eV

Last column: Mulliken charge in e.
Positions of all 14 atoms, in Å:
C: 0.694 -2.317 -0.022  -0.682
C: -1.048 1.920 0.696  -0.712
C: 0.958 -0.990 0.099  -0.038
C: -1.118 0.657 0.281  0.297
C: 0.257 -0.058 -0.870  -0.203
O: 0.943 1.167 -1.241  -0.538
Br: -2.537 -0.553 0.618  -0.138
H: 1.024 -3.137 0.686  0.227
H: -0.047 -2.602 -0.681  0.285
H: -1.640 2.547 1.369  0.278
H: -0.332 2.660 0.452  0.212
H: 1.656 -0.589 0.889  0.216
H: -0.278 -0.321 -1.703  0.468
H: 1.467 1.615 -0.574  0.329

(2)
DFT (ωB97M-V/def2-TZVPD) results for an isolated ion of composition C8H16N3O and charge +1 at a distorted geometry.

gap between HOMO and LUMO = 9.445 eV
charge = +1
maximum force = 6.6 eV/Å
SMILES = COC1=[NH+]C(C)(C)C(C)=NN1C
HOMO = -0.45641 Eh
E_LUMO = -2.98 eV

Last column: Mulliken charge in e.
Positions of all 28 atoms, in Å:
C: -0.622 -2.765 -2.157  -0.807
O: -1.372 -1.754 -1.473  -0.336
C: -0.791 -0.857 -0.764  0.507
N: 0.475 -0.659 -0.541  -0.005
C: 1.065 0.355 0.372  1.145
C: 2.111 1.123 -0.436  -1.866
C: 1.717 -0.412 1.526  -1.635
C: -0.032 1.288 0.879  0.518
C: 0.367 2.461 1.703  -1.461
N: -1.267 1.147 0.633  -0.677
N: -1.771 0.201 -0.140  0.507
C: -3.187 -0.023 -0.203  -0.871
H: -0.088 -3.400 -1.447  0.370
H: 0.071 -2.326 -2.878  0.363
H: -1.365 -3.359 -2.686  0.256
H: 1.162 -1.261 -0.988  0.395
H: 2.803 0.430 -0.913  0.494
H: 2.687 1.774 0.214  0.442
H: 1.637 1.729 -1.205  0.382
H: 2.474 -1.096 1.145  0.449
H: 0.976 -0.981 2.086  0.373
H: 2.206 0.277 2.208  0.404
H: -0.525 2.943 2.090  0.416
H: 0.911 3.181 1.094  0.305
H: 1.006 2.170 2.533  0.362
H: -3.502 -0.825 0.469  0.324
H: -3.664 0.906 0.101  0.346
H: -3.481 -0.268 -1.222  0.298

(3)
DFT (ωB97M-V/def2-TZVPD) results for an isolated ion of composition C6H8N3OS and charge +1 at a distorted geometry.

gap between HOMO and LUMO = 9.475 eV
charge = +1
maximum force = 6.8 eV/Å
HOMO = -0.53413 Eh
E_LUMO = -5.06 eV

Last column: Mulliken charge in e.
Positions of all 19 atoms, in Å:
C: -1.798 1.577 -0.229  0.400
C: -0.249 -0.153 -0.072  0.252
C: 2.181 0.118 0.068  0.673
C: -2.438 -0.692 0.370  -0.627
C: -1.950 -1.994 -0.146  -0.540
C: 3.384 0.975 0.044  -0.966
N: -2.041 2.685 -0.362  -0.332
N: 0.955 0.767 0.006  -0.176
N: -1.496 0.262 -0.033  -0.008
O: 2.211 -1.071 -0.014  -0.565
S: -0.080 -1.860 -0.202  0.163
H: -3.409 -0.245 0.095  0.365
H: -2.324 -0.782 1.388  0.362
H: -2.195 -2.856 0.622  0.402
H: -2.323 -2.107 -1.149  0.372
H: 3.835 1.447 0.876  0.326
H: 4.112 0.430 -0.592  0.302
H: 3.004 1.712 -0.659  0.317
H: 0.621 1.787 -0.011  0.280

(4)
DFT (ωB97M-V/def2-TZVPD) results for C23H41IrNO2P2 as an isolated structure at a distorted geometry.

2S+1 = 5
gap between HOMO and LUMO (spin up / spin down) = 7.702 / 4.981 eV
charge = +1
maximum force = 3.1 eV/Å
HOMO (spin up / spin down) = -0.36595 / -0.41149 Eh
E_LUMO (spin up / spin down) = -2.26 / -6.22 eV

Last column: Mulliken spin population.
Positions of all 70 atoms, in Å:
Ir: 1.217 0.643 0.690  1.620
C: 3.148 0.094 2.593  0.346
C: 3.017 -0.245 1.174  0.262
C: 3.495 2.054 1.441  0.244
C: 3.432 1.462 2.715  0.194
C: 3.230 1.031 0.426  0.331
C: 3.068 -0.877 3.706  -0.010
H: 2.624 -1.824 3.379  -0.001
H: 2.462 -0.482 4.536  0.013
H: 4.067 -1.100 4.116  0.020
C: 3.639 2.198 3.991  0.017
H: 3.617 1.513 4.844  -0.003
H: 2.853 2.954 4.136  0.009
H: 4.603 2.722 3.985  0.007
C: 3.818 3.457 1.151  -0.006
H: 4.751 3.747 1.658  0.023
H: 3.022 4.129 1.515  0.020
H: 3.940 3.614 0.074  -0.002
C: 3.656 1.120 -0.993  -0.066
H: 4.736 1.295 -1.066  0.017
H: 3.136 1.957 -1.476  0.017
H: 3.409 0.204 -1.533  0.001
C: 3.347 -1.583 0.600  -0.035
H: 4.436 -1.737 0.577  0.022
H: 2.966 -1.668 -0.419  0.019
H: 2.904 -2.380 1.206  0.006
C: -0.645 0.390 1.840  0.215
C: 0.034 -0.863 1.910  0.086
C: -0.246 -2.037 1.038  0.032
C: -0.099 -1.815 -0.494  -0.024
C: 0.563 -0.563 -0.959  0.094
C: -0.049 0.743 -1.033  0.195
C: -1.392 1.141 -0.525  0.070
C: -1.775 0.717 0.923  -0.020
H: -1.257 -2.418 1.255  0.007
H: -1.095 -1.894 -0.964  0.025
H: 0.447 -2.844 1.323  0.001
H: -2.484 -0.127 0.902  0.021
H: -0.598 0.981 2.760  -0.012
H: 0.532 -1.048 2.863  -0.011
H: -2.312 1.566 1.367  0.000
H: -1.457 2.238 -0.570  0.001
H: 0.385 1.399 -1.792  0.004
H: -2.153 0.770 -1.226  0.010
H: 0.488 -2.654 -0.897  0.002
H: 1.386 -0.688 -1.666  -0.003
P: -3.380 -1.445 -0.826  0.009
C: -4.963 -1.278 0.130  0.000
C: -3.663 -3.179 -1.428  0.002
P: -2.434 -0.207 -3.454  0.008
C: -3.926 -0.548 -2.371  0.001
C: -2.655 -1.667 -4.600  0.000
C: -3.331 0.943 -4.620  0.001
H: -5.185 -0.218 0.306  0.000
H: -4.833 -1.780 1.098  0.000
H: -5.798 -1.744 -0.411  0.000
H: -4.708 -3.310 -1.739  0.000
H: -3.452 -3.857 -0.591  0.000
H: -2.995 -3.432 -2.260  -0.001
H: -4.229 0.475 -5.045  0.000
H: -2.642 1.202 -5.433  0.000
H: -3.613 1.859 -4.089  0.000
H: -4.384 0.414 -2.083  0.001
H: -4.677 -1.149 -2.918  0.001
H: -2.052 -1.472 -5.496  0.000
H: -3.706 -1.782 -4.901  0.000
H: -2.300 -2.591 -4.132  0.000
O: 1.013 3.703 2.809  0.088
N: 0.267 3.040 2.078  -0.025
O: 0.780 2.729 0.893  0.151

(5)
DFT (ωB97M-V/def2-TZVPD) results for C49H74B2N12OS3Sc as an isolated structure at a distorted geometry.

gap between HOMO and LUMO = 7.775 eV
charge = +1
maximum force = 1.4 eV/Å
HOMO = -0.35775 Eh
E_LUMO = -1.96 eV

Last column: Mulliken charge in e.
Positions of all 142 atoms, in Å:
Sc: 0.313 -1.058 0.391  -2.022
C: 4.998 -0.413 -2.520  -2.082
C: 3.551 -0.563 -2.046  1.513
C: 2.888 0.806 -1.945  -0.658
C: 3.509 -1.376 -0.774  -0.561
C: 4.597 -2.063 -0.228  -0.910
C: 4.110 -2.701 0.891  -0.980
N: 2.810 -2.430 1.004  0.705
N: 2.416 -1.615 -0.019  1.120
B: 1.864 -3.086 2.035  -0.227
N: 1.165 -2.071 2.968  0.560
C: 1.401 -1.967 4.273  -0.950
C: 0.431 -1.161 4.827  -1.180
C: -0.391 -0.770 3.764  -0.457
N: 0.077 -1.324 2.620  0.658
C: -1.676 0.015 3.919  2.718
C: -1.731 1.332 3.153  0.060
C: -1.966 0.279 5.399  -1.973
N: 0.785 -3.876 1.281  0.138
C: 0.545 -5.178 1.443  -0.692
C: -0.311 -5.584 0.446  -1.322
C: -0.587 -4.436 -0.308  -0.508
N: 0.088 -3.386 0.213  0.986
C: -1.416 -4.427 -1.572  3.277
C: -1.741 -5.856 -2.010  -2.358
C: -2.709 -3.618 -1.469  -0.607
H: 5.029 0.211 -3.413  0.467
H: 5.446 -1.377 -2.772  0.491
H: 5.615 0.064 -1.751  0.329
H: 3.006 -1.139 -2.800  -0.145
H: 3.314 1.403 -1.135  0.324
H: 1.821 0.719 -1.784  -0.830
H: 3.029 1.345 -2.885  0.597
H: 5.608 -2.091 -0.600  0.581
H: 4.605 -3.340 1.607  0.514
H: 2.514 -3.828 2.714  -0.145
H: 2.214 -2.508 4.733  0.620
H: 0.318 -0.916 5.869  0.604
H: -2.465 -0.629 3.527  -0.865
H: -0.950 2.024 3.485  -0.056
H: -2.697 1.815 3.325  0.524
H: -1.618 1.184 2.087  -0.867
H: -1.171 0.879 5.853  0.352
H: -2.070 -0.648 5.968  0.452
H: -2.898 0.839 5.496  0.401
H: 1.017 -5.731 2.242  0.524
H: -0.684 -6.581 0.284  0.550
H: -0.789 -3.968 -2.336  -1.164
H: -2.387 -6.354 -1.279  0.448
H: -0.841 -6.461 -2.145  0.416
H: -2.278 -5.835 -2.961  0.443
H: -3.310 -3.955 -0.620  0.449
H: -3.301 -3.744 -2.381  0.472
H: -2.507 -2.561 -1.330  -0.819
C: -6.977 -0.160 0.793  -1.664
C: -5.684 0.121 1.565  1.126
C: -5.318 -1.131 2.351  -1.719
C: -5.879 1.272 2.552  -1.287
N: -4.649 0.554 0.562  0.844
C: -4.943 1.647 -0.255  -0.764
C: -3.943 1.779 -1.134  -1.174
N: -3.035 0.761 -0.888  0.962
B: -1.754 0.502 -1.678  2.887
N: -1.056 1.819 -2.052  0.751
C: -1.187 2.519 -3.240  -0.998
C: -0.379 3.586 -3.167  -0.922
N: 0.281 3.537 -1.940  0.877
C: -0.153 2.436 -1.263  -0.497
S: 0.315 1.839 0.268  0.371
C: 1.286 4.612 -1.618  1.304
C: 2.398 4.531 -2.665  -1.256
C: 1.914 4.489 -0.236  -2.200
C: 0.557 5.955 -1.702  -1.667
N: -2.010 -0.335 -2.929  0.962
C: -3.121 -0.278 -3.756  -1.230
C: -2.900 -1.110 -4.781  -0.685
N: -1.649 -1.701 -4.589  0.956
C: -1.117 -1.224 -3.425  0.049
S: 0.344 -1.622 -2.646  -0.320
C: -1.156 -2.681 -5.622  1.094
C: -1.143 -1.953 -6.968  -1.650
C: 0.245 -3.221 -5.361  -1.825
C: -2.134 -3.858 -5.652  -1.290
C: -3.459 0.017 0.159  -0.078
S: -2.564 -1.259 0.855  -0.607
H: -7.722 -0.574 1.474  0.468
H: -6.796 -0.889 0.001  0.309
H: -7.399 0.742 0.348  0.388
H: -6.150 -1.339 3.026  0.607
H: -4.417 -0.994 2.944  0.168
H: -5.173 -1.995 1.702  0.398
H: -6.702 1.029 3.227  0.476
H: -6.123 2.212 2.052  0.339
H: -4.976 1.422 3.149  0.145
H: -5.825 2.248 -0.126  0.601
H: -3.786 2.525 -1.897  0.736
H: -1.027 -0.110 -0.987  -2.913
H: -1.831 2.195 -4.042  0.712
H: -0.207 4.365 -3.889  0.567
H: 2.909 3.567 -2.602  0.119
H: 3.127 5.322 -2.479  0.468
H: 2.019 4.656 -3.681  0.375
H: 2.477 3.563 -0.122  0.334
H: 1.170 4.538 0.559  0.379
H: 2.603 5.329 -0.121  0.663
H: 0.219 6.181 -2.714  0.390
H: 1.237 6.751 -1.393  0.457
H: -0.307 5.964 -1.034  0.338
H: -3.978 0.339 -3.533  0.697
H: -3.522 -1.336 -5.629  0.631
H: -0.530 -1.051 -6.909  0.317
H: -2.143 -1.675 -7.303  0.392
H: -0.712 -2.610 -7.726  0.466
H: 0.993 -2.428 -5.340  0.367
H: 0.482 -3.903 -6.179  0.601
H: 0.304 -3.771 -4.424  0.223
H: -3.145 -3.549 -5.923  0.362
H: -2.169 -4.346 -4.675  0.067
H: -1.795 -4.589 -6.389  0.513
C: 6.281 4.405 4.941  -1.557
C: 5.207 3.514 4.379  0.707
C: 5.450 2.689 3.288  -1.120
C: 4.464 1.876 2.748  0.794
C: 4.809 0.988 1.583  -0.391
C: 3.177 1.900 3.321  -0.244
C: 2.056 1.143 2.774  0.645
O: 2.080 0.349 1.851  1.117
C: 2.915 2.720 4.442  0.985
C: 1.562 2.756 5.126  -1.016
C: 3.935 3.505 4.949  -0.980
H: 7.249 4.198 4.487  0.368
H: 6.368 4.274 6.021  0.373
H: 6.036 5.454 4.759  0.327
H: 6.440 2.675 2.842  0.305
H: 5.826 1.183 1.243  0.451
H: 4.116 1.129 0.755  -0.448
H: 4.731 -0.064 1.860  0.179
H: 1.088 1.347 3.253  -1.079
H: 0.800 3.218 4.493  0.183
H: 1.626 3.339 6.043  0.455
H: 1.217 1.752 5.388  0.134
H: 3.741 4.127 5.818  0.384

(6)
DFT (ωB97M-V/def2-TZVPD) results for C40H33ClMnN5O4P as an isolated structure at a distorted geometry.

2S+1 = 2
gap between HOMO and LUMO (spin up / spin down) = 7.082 / 6.612 eV
charge = 0
maximum force = 1.4 eV/Å
HOMO (spin up / spin down) = -0.27343 / -0.25988 Eh
E_LUMO (spin up / spin down) = -0.36 / -0.46 eV

Last column: Mulliken spin population.
Positions of all 85 atoms, in Å:
Mn: 1.146 0.068 -0.282  1.012
O: 3.452 3.345 0.167  0.004
C: 2.885 2.324 -0.228  0.003
N: 2.592 1.215 0.440  -0.008
C: 2.783 1.213 1.865  -0.008
C: 1.801 0.266 2.504  0.026
C: 1.833 0.042 3.881  -0.011
C: 1.327 -1.130 4.396  0.005
C: 0.826 -2.091 3.524  -0.006
C: 0.810 -1.795 2.183  0.025
N: 1.264 -0.641 1.680  -0.047
C: 2.446 2.198 -1.666  0.012
C: 2.885 3.094 -2.626  -0.003
C: 2.535 2.883 -3.947  0.002
C: 1.763 1.774 -4.264  -0.001
C: 1.344 0.942 -3.242  0.010
N: 1.655 1.156 -1.962  -0.016
H: 2.753 2.216 2.294  0.000
H: 3.767 0.785 2.124  0.002
H: 2.243 0.811 4.523  0.000
H: 1.347 -1.315 5.463  0.000
H: 0.453 -3.042 3.878  0.000
H: 0.433 -2.507 1.461  0.001
H: 3.498 3.922 -2.300  0.000
H: 2.868 3.561 -4.722  0.000
H: 1.479 1.554 -5.284  0.000
H: 0.726 0.078 -3.449  0.001
O: 3.612 -1.145 -1.196  0.004
N: 2.248 -1.449 -1.014  -0.009
C: 2.052 -2.688 -1.236  0.017
C: 0.775 -3.419 -1.271  0.000
C: 0.915 -4.790 -1.507  0.001
C: -0.182 -5.627 -1.585  -0.002
C: -1.455 -5.098 -1.434  0.002
C: -1.609 -3.741 -1.206  -0.003
C: -0.514 -2.881 -1.121  0.013
P: -0.757 -1.093 -0.826  0.000
C: -1.633 -0.532 -2.342  -0.023
C: -1.739 0.849 -2.510  -0.001
C: -2.357 1.382 -3.630  0.004
C: -2.852 0.540 -4.616  -0.002
C: -2.719 -0.833 -4.477  0.001
C: -2.115 -1.368 -3.346  -0.003
C: -2.095 -1.049 0.433  0.004
C: -2.853 0.115 0.553  -0.002
C: -3.778 0.260 1.575  0.002
C: -3.967 -0.760 2.495  -0.002
C: -3.227 -1.927 2.382  0.002
C: -2.296 -2.069 1.363  -0.006
H: 3.942 -1.039 -0.287  0.001
H: 2.939 -3.277 -1.453  -0.001
H: 1.911 -5.199 -1.625  0.000
H: -0.044 -6.685 -1.764  0.000
H: -2.325 -5.739 -1.494  0.000
H: -2.604 -3.332 -1.080  0.000
H: -1.294 1.496 -1.763  -0.008
H: -2.433 2.456 -3.742  0.000
H: -3.326 0.953 -5.498  0.000
H: -3.086 -1.495 -5.251  0.000
H: -2.014 -2.441 -3.267  0.000
H: -2.718 0.928 -0.146  0.000
H: -4.342 1.181 1.652  0.000
H: -4.686 -0.646 3.296  0.000
H: -3.366 -2.731 3.094  0.000
H: -1.729 -2.988 1.302  -0.001
Cl: -4.742 6.390 0.963  0.000
C: -3.483 5.190 1.035  0.000
C: -2.962 4.681 -0.143  0.000
C: -1.964 3.719 -0.076  0.000
C: -1.488 3.267 1.147  0.004
C: -2.015 3.807 2.315  0.000
C: -3.016 4.765 2.268  0.000
C: -0.424 2.191 1.261  0.001
O: 0.045 1.954 2.370  0.000
O: -0.118 1.606 0.164  0.002
H: -3.331 5.038 -1.095  0.000
H: -1.535 3.328 -0.987  -0.002
H: -1.628 3.451 3.260  0.000
H: -3.432 5.183 3.175  0.000
C: 4.984 -1.443 3.849  0.000
C: 4.487 -1.916 2.563  0.001
N: 4.110 -2.286 1.544  0.000
H: 6.071 -1.510 3.867  0.000
H: 4.570 -2.049 4.652  0.000
H: 4.680 -0.408 3.998  0.000

> Number 1 is which compound?

C5H7BrO